(1)
{
  "formula": "C2HCl5",
  "method": "the ωB97M-V functional and the def2-TZVPD basis",
  "elements": ["C", "C", "Cl", "Cl", "Cl", "Cl", "Cl", "H"],
  "xyz": [[0.636, 1.333, 0.607], [-0.485, -1.254, -0.436], [-0.142, 2.015, -0.663], [0.204, 1.621, 2.218], [-1.279, -2.328, 0.621], [-1.472, -0.509, -1.574], [0.976, -1.928, -1.131], [1.562, 1.049, 0.358]],
  "forces_ev_per_a": [[-2.403, -0.039, 1.122], [0.863, -0.617, -0.321], [-0.895, 1.470, -0.847], [-0.023, 0.031, -0.070], [-0.124, -0.016, 0.508], [-0.682, 0.100, -0.502], [-0.129, 0.303, 0.295], [3.394, -1.233, -0.185]],
  "lowdin_charge": [-1.1477, -1.6679, 0.6185, 0.6031, 0.5674, 0.5533, 0.5138, -0.0403],
  "lumo_energy_ev": [-1.025, -0.249],
  "homo_lumo_gap_ev": [7.207, 8.616],
  "multiplicity": 1,
  "homo_energy_ev": [-8.23, -8.86],
  "relative_energy_kcal_mol": 82.0
}

=====

(2)
{
  "formula": "C7H5IN2STm",
  "method": "the ωB97M-V functional and the def2-TZVPD basis",
  "elements": ["C", "C", "C", "C", "C", "I", "C", "N", "S", "N", "C", "H", "H", "H", "H", "H", "Tm"],
  "xyz": [[2.070, -0.768, 0.697], [0.647, -0.077, 0.180], [0.633, 1.568, 0.042], [-0.777, 2.235, -0.522], [-2.095, 1.314, -0.875], [-4.011, 2.212, -1.571], [-1.968, -0.314, -0.695], [-2.956, -1.439, -0.949], [-2.247, -3.016, -0.573], [-0.648, -2.575, -0.011], [-0.615, -1.070, -0.154], [2.446, -0.346, 1.726], [1.999, -1.957, 0.734], [2.852, -0.539, -0.170], [1.535, 2.262, 0.312], [-0.755, 3.422, -0.647], [3.889, -0.911, 2.477]],
  "forces_ev_per_a": [[-0.847, -0.219, -2.022], [-0.690, 1.678, 0.087], [-4.250, -3.078, -1.278], [1.334, -2.577, 0.775], [1.656, -0.860, 0.591], [3.086, -1.393, 1.097], [0.752, -3.884, 0.568], [4.173, 1.733, 1.281], [1.577, 5.255, 0.285], [-2.324, 5.750, -1.611], [-0.395, 0.670, -0.117], [-4.169, 0.879, -3.310], [-0.170, 2.267, 0.227], [-1.148, -0.194, 1.908], [-1.909, -1.561, -0.647], [-0.449, -2.909, 0.198], [3.773, -1.558, 1.967]],
  "lowdin_spin": [0.0281, 0.3218, -0.1880, 0.2902, 0.1142, 0.3345, 0.0348, -0.0176, -0.0303, 0.1585, -0.0621, 0.0055, -0.0006, 0.0071, -0.0101, 0.0059, 1.0080],
  "lumo_energy_ev": [-12.845, -12.833],
  "homo_lumo_gap_ev": [5.462, 5.697],
  "multiplicity": 3,
  "charge": 3,
  "homo_energy_ev": [-18.31, -18.53]
}

=====

(3)
{
  "formula": "C18H40F6Na4O14S2",
  "method": "the ωB97M-V functional and the def2-TZVPD basis",
  "elements": ["Na", "Na", "Na", "Na", "C", "F", "F", "F", "S", "O", "O", "O", "C", "F", "F", "F", "S", "O", "O", "O", "C", "O", "C", "C", "O", "C", "H", "H", "H", "H", "H", "H", "H", "H", "H", "H", "C", "O", "C", "C", "O", "C", "H", "H", "H", "H", "H", "H", "H", "H", "H", "H", "C", "O", "C", "C", "O", "C", "H", "H", "H", "H", "H", "H", "H", "H", "H", "H", "C", "O", "C", "C", "O", "C", "H", "H", "H", "H", "H", "H", "H", "H", "H", "H"],
  "xyz": [[3.783, -2.400, 0.821], [0.963, -3.264, 3.235], [-2.662, 0.014, 1.904], [-2.159, -4.180, -1.257], [2.413, 0.962, 4.379], [2.966, 1.496, 3.273], [2.795, 1.568, 5.582], [1.083, 1.109, 4.307], [2.923, -0.932, 4.349], [1.703, -1.604, 4.849], [3.141, -1.303, 2.936], [4.082, -1.130, 5.221], [1.309, -0.426, -0.826], [2.212, -0.942, -1.710], [1.927, 0.251, 0.053], [0.519, 0.398, -1.551], [0.259, -1.815, 0.080], [1.242, -2.317, 1.095], [-0.904, -1.156, 0.633], [-0.175, -2.886, -0.910], [-3.812, 0.040, -1.387], [-3.541, 1.099, -0.464], [-4.622, 1.969, -0.383], [-5.465, 1.663, 0.827], [-4.716, 1.575, 2.120], [-5.590, 1.075, 3.114], [-3.123, -0.800, -1.295], [-3.698, 0.390, -2.413], [-4.808, -0.380, -1.251], [-5.145, 2.185, -1.315], [-4.094, 2.909, -0.222], [-6.046, 0.751, 0.686], [-6.232, 2.433, 0.909], [-6.442, 1.752, 3.180], [-4.998, 0.949, 4.021], [-5.973, 0.104, 2.797], [-2.733, 4.609, 6.375], [-2.627, 4.671, 4.969], [-2.040, 3.493, 4.478], [-1.418, 3.649, 3.019], [-1.591, 2.410, 2.216], [-0.779, 2.251, 1.091], [-3.186, 5.549, 6.690], [-1.738, 4.645, 6.819], [-3.358, 3.781, 6.710], [-2.862, 2.802, 4.294], [-1.252, 3.166, 5.157], [-0.347, 3.852, 3.023], [-1.876, 4.523, 2.556], [0.298, 2.187, 1.244], [-1.060, 3.081, 0.443], [-1.047, 1.368, 0.512], [-1.219, 1.734, -3.927], [-0.530, 1.472, -5.145], [0.661, 0.681, -4.902], [0.347, -0.753, -4.673], [1.488, -1.691, -5.026], [1.477, -2.067, -6.412], [-2.207, 2.136, -4.153], [-0.604, 2.356, -3.276], [-1.493, 0.794, -3.449], [1.308, 1.055, -4.108], [1.297, 0.942, -5.748], [-0.564, -1.094, -5.165], [0.266, -0.926, -3.600], [1.679, -1.179, -7.012], [0.566, -2.592, -6.697], [2.350, -2.719, -6.407], [3.347, -5.754, -0.673], [4.149, -4.578, -0.521], [4.629, -4.105, -1.808], [5.561, -2.947, -1.675], [4.915, -1.754, -1.367], [5.006, -0.591, -2.147], [3.999, -6.566, -0.995], [2.597, -5.514, -1.426], [2.934, -6.008, 0.303], [3.792, -3.835, -2.452], [5.261, -4.939, -2.112], [6.193, -2.829, -2.555], [6.262, -3.107, -0.856], [4.644, 0.266, -1.578], [4.350, -0.729, -3.006], [6.036, -0.352, -2.411]],
  "forces_ev_per_a": [[0.208, 0.118, -0.012], [0.593, 0.661, 0.445], [0.018, 0.695, -0.472], [0.521, 0.158, -0.182], [1.251, -0.891, 1.207], [-0.366, 0.435, 1.286], [-0.376, -0.958, -2.839], [0.039, 0.073, -0.242], [1.115, -1.458, 1.914], [-0.107, 0.357, -0.727], [-0.158, 0.604, 0.069], [-1.789, 1.088, -1.574], [-0.863, -1.281, -3.005], [-1.248, -0.117, 1.305], [0.932, 0.940, 1.780], [-0.054, -0.722, 0.842], [0.972, -2.746, -1.306], [-1.552, 0.600, -1.609], [-0.334, 0.632, 0.594], [0.863, 2.124, 1.745], [0.041, -0.218, -0.383], [0.744, -2.352, -0.729], [1.106, 2.033, 1.489], [-0.636, 0.144, 0.624], [0.137, -0.117, -2.316], [-0.178, -0.073, -0.531], [0.424, 0.247, 0.459], [-0.194, 0.146, -0.047], [-0.231, 0.180, 0.021], [-0.438, -0.761, 0.012], [-0.331, 0.484, 0.346], [0.228, -0.440, 0.125], [0.056, 0.268, 0.248], [-0.019, -0.030, 0.670], [-0.353, 0.233, 0.193], [-0.136, -0.234, 0.190], [-0.730, 2.301, 0.826], [0.295, -1.008, -0.083], [1.878, -0.017, -2.504], [0.079, -0.681, -0.925], [-1.101, 0.327, 3.103], [0.132, 1.118, -1.521], [-0.242, -0.093, -0.158], [0.398, -0.632, -0.009], [0.288, -0.484, -0.153], [-0.431, -0.452, 0.356], [-0.504, -0.457, 0.363], [0.079, -0.020, 0.603], [-0.355, -0.175, -0.348], [0.037, 0.317, 0.511], [0.679, 0.114, -0.463], [-0.370, -0.165, 0.429], [-0.275, -0.677, -0.760], [0.516, -0.343, 1.099], [0.110, 1.759, -1.221], [1.868, -2.500, 0.055], [-2.307, 1.632, 0.526], [1.007, 0.329, 1.169], [0.326, 0.701, -0.204], [-0.246, 0.152, 0.175], [0.377, -0.313, 0.483], [-0.469, 0.317, 0.669], [-0.197, -0.833, -0.522], [-0.009, 0.159, -0.224], [-0.308, -0.106, -0.036], [-0.200, -0.185, -0.382], [-0.011, 0.058, -0.074], [-0.191, -0.184, -0.791], [0.718, 0.619, -0.090], [-0.333, 1.320, 0.350], [0.532, -0.920, 0.840], [1.168, 0.354, 0.146], [-1.413, 0.530, 2.022], [0.053, 0.075, -0.629], [-0.205, -0.190, -0.170], [-0.337, -0.488, 0.077], [-0.120, 0.093, -0.148], [-0.036, -0.380, -0.253], [-0.272, -0.039, -1.024], [-0.205, -0.179, -0.336], [0.182, -0.468, 0.095], [-0.091, -0.225, 0.211], [0.318, 0.327, -0.395], [0.032, -0.209, -0.270]],
  "lowdin_spin": [0.0000, 0.0000, 0.0002, 0.0000, 0.0000, 0.0000, 0.0000, 0.0000, 0.0000, 0.0000, 0.0000, 0.0000, 0.0000, 0.0000, 0.0000, 0.0000, 0.0000, 0.0000, 0.0000, 0.0000, 0.0000, 0.0000, 0.0000, 0.0001, 0.0008, 0.0005, 0.0000, 0.0000, 0.0000, 0.0000, 0.0000, 0.0000, 0.0000, 0.0000, 0.0004, 0.0000, 0.0785, 0.6630, 0.0861, 0.0258, -0.0007, 0.0004, 0.0000, 0.0379, 0.0340, 0.0546, 0.0137, 0.0049, -0.0003, 0.0001, 0.0000, 0.0001, 0.0000, 0.0000, 0.0000, 0.0000, 0.0000, 0.0000, 0.0000, 0.0000, 0.0000, 0.0000, 0.0000, 0.0000, 0.0000, 0.0000, 0.0000, 0.0000, 0.0000, 0.0000, 0.0000, 0.0000, 0.0000, 0.0000, 0.0000, 0.0000, 0.0000, 0.0000, 0.0000, 0.0000, 0.0000, 0.0000, 0.0000, 0.0000],
  "lumo_energy_ev": [-8.356, -13.099],
  "homo_lumo_gap_ev": [6.655, 1.912],
  "multiplicity": 2,
  "charge": 3,
  "homo_energy_ev": [-15.01, -15.01]
}

=====

(4)
{
  "formula": "C8H17PS",
  "method": "the ωB97M-V functional and the def2-TZVPD basis",
  "elements": ["C", "C", "C", "C", "C", "C", "C", "C", "P", "S", "H", "H", "H", "H", "H", "H", "H", "H", "H", "H", "H", "H", "H", "H", "H", "H", "H"],
  "xyz": [[-1.125, -2.507, -2.759], [-1.210, -1.163, -3.000], [1.640, -1.546, 0.491], [-0.281, 1.550, 3.124], [-1.045, 1.689, -1.118], [0.766, -0.750, 1.356], [0.573, 1.718, 1.914], [0.416, 0.647, 0.806], [-1.184, 0.570, 0.133], [0.193, -0.150, -3.323], [-1.988, -3.075, -2.662], [-0.205, -3.076, -2.673], [-2.251, -0.781, -3.407], [1.067, -1.873, -0.411], [2.558, -1.088, 0.090], [1.895, -2.575, 0.831], [-1.287, 1.203, 3.020], [0.290, 1.040, 3.998], [-0.452, 2.595, 3.546], [-1.802, 1.703, -1.807], [-0.452, 0.539, -4.412], [-0.012, 2.227, -1.171], [1.116, -0.703, 2.366], [-0.190, -1.315, 1.356], [0.359, 2.707, 1.498], [1.560, 1.811, 2.309], [1.052, 0.603, -0.096]],
  "forces_ev_per_a": [[1.248, 2.746, -0.225], [-1.808, -2.041, -1.793], [0.876, -2.349, -2.450], [0.531, 1.391, 3.303], [3.446, -0.578, 3.067], [-1.951, -0.320, 0.631], [0.012, 0.623, -1.644], [2.696, -0.923, 1.314], [-2.623, 0.921, -1.846], [-1.018, 0.848, -1.688], [-1.635, -0.824, 0.159], [0.167, 0.430, 0.156], [2.172, -0.469, 1.493], [0.219, 0.694, 0.145], [-0.229, 0.117, 0.462], [0.084, 0.831, 0.586], [-0.436, -0.783, -0.285], [-1.247, 0.327, -1.572], [0.289, -1.124, -0.374], [-1.584, 0.813, -1.822], [1.093, -0.887, 1.565], [-2.292, -0.727, -0.551], [0.266, 0.098, 0.711], [0.405, 0.016, 0.671], [-0.047, -0.119, -0.275], [1.106, -0.235, -0.222], [0.262, 1.524, 0.484]],
  "lowdin_charge": [-0.0855, -0.6412, -0.1396, -0.1489, -0.3583, -0.3350, -0.2924, -0.6097, 0.9155, 0.6618, 0.0189, 0.0502, 0.1033, 0.0671, 0.0850, 0.0855, 0.0446, 0.1030, 0.0905, -0.0640, -0.0644, 0.0532, 0.0961, 0.0798, 0.0978, 0.0979, 0.0885],
  "smiles": "C=PC(CC)CC.C=CS",
  "lumo_energy_ev": 0.588,
  "homo_lumo_gap_ev": 8.967,
  "multiplicity": 1,
  "homo_energy_ev": -8.38,
  "relative_energy_kcal_mol": 101.5
}

=====

(5)
{
  "formula": "C17H16BrNO3S",
  "method": "the ωB97M-V functional and the def2-TZVPD basis",
  "elements": ["C", "C", "C", "C", "C", "C", "C", "H", "H", "S", "O", "O", "C", "C", "O", "N", "C", "C", "C", "C", "C", "C", "H", "H", "Br", "H", "H", "H", "C", "C", "H", "H", "H", "H", "H", "H", "H", "H", "H"],
  "xyz": [[2.184, 4.601, -0.674], [2.181, 3.167, -0.315], [2.498, 2.914, 0.972], [2.319, 1.473, 1.382], [1.900, 0.354, 0.354], [1.507, 0.769, -0.747], [1.550, 2.053, -1.034], [1.372, 2.461, -2.341], [1.206, 0.122, -1.597], [1.841, -1.201, 1.114], [3.077, -1.404, 1.428], [0.760, -1.070, 2.128], [1.142, -2.356, -0.322], [-0.259, -1.784, -0.629], [-0.625, -2.046, -1.951], [-1.146, -1.457, 0.461], [-2.377, -1.194, 0.326], [-3.219, -1.169, -0.804], [-4.399, -0.603, -0.931], [-5.085, -0.176, 0.422], [-4.351, -0.138, 1.375], [-3.104, -0.443, 1.601], [-2.392, -0.361, 2.398], [-4.810, 0.298, 2.547], [-6.878, 0.506, 0.083], [-5.018, -0.753, -1.773], [-2.735, -1.681, -1.794], [-0.599, -1.170, 1.222], [2.056, -2.688, -1.094], [1.642, -3.639, -0.116], [0.924, -4.257, -0.546], [2.219, -3.894, 0.512], [3.174, -2.247, -1.062], [1.776, -2.879, -2.249], [2.464, 1.147, 2.424], [2.684, 3.789, 1.737], [3.185, 4.821, -1.236], [1.480, 4.813, -1.340], [1.859, 5.325, 0.066]],
  "forces_ev_per_a": [[3.676, -0.073, -0.585], [-2.721, -1.757, -0.668], [-0.337, -4.003, 4.160], [0.103, 0.291, -1.955], [3.266, 2.045, 11.250], [-2.788, -0.859, -8.432], [1.737, 8.522, -6.053], [0.135, -1.582, 4.246], [-0.069, 0.157, 0.777], [-16.029, 3.340, -4.170], [14.587, -4.128, 4.444], [2.012, -0.744, -0.531], [-9.212, 10.384, 10.776], [-2.929, -3.761, -5.364], [1.720, 2.011, 7.503], [6.677, -2.726, -5.177], [-9.078, 5.582, 3.911], [5.010, -3.124, -3.659], [-4.124, 0.809, 5.224], [-5.465, -0.757, -14.917], [1.079, 3.626, 15.183], [7.307, -4.766, -5.406], [-0.623, 0.347, 0.815], [0.745, -1.011, -3.530], [0.864, -0.346, 0.830], [-0.382, 0.297, -0.908], [-1.248, 1.416, 2.499], [0.529, 0.311, 2.101], [11.915, -1.548, -13.133], [-7.271, -0.287, -7.483], [-0.674, -2.131, -0.180], [7.271, -3.408, 8.889], [-2.691, -0.921, 0.134], [0.567, 0.399, 2.777], [0.035, 0.309, -0.620], [-0.036, -2.232, -1.506], [-1.599, 0.168, 1.409], [-2.975, 0.405, -3.550], [1.018, -0.254, 0.897]],
  "lowdin_charge": [-0.0687, -0.3064, -0.0364, 0.0736, -0.2767, -0.2041, -0.0284, 0.2086, 0.1445, 0.7077, -0.1824, -0.3073, -0.4674, -0.1423, -0.0590, 0.1273, -0.1798, -0.0779, -0.0700, -0.6556, -0.3262, 0.0405, 0.0943, 0.2056, 0.6645, 0.0758, 0.1537, 0.0482, -0.1861, -0.0062, 0.1353, 0.0252, 0.1939, 0.1964, 0.0956, 0.1523, 0.1353, 0.0144, 0.0883],
  "lumo_energy_ev": -0.624,
  "homo_lumo_gap_ev": 7.135,
  "multiplicity": 1,
  "homo_energy_ev": -7.76,
  "relative_energy_kcal_mol": 360.9
}

=====

(6)
{
  "formula": "C4H13NOS",
  "method": "the ωB97M-V functional and the def2-TZVPD basis",
  "elements": ["C", "C", "S", "C", "N", "C", "H", "H", "H", "H", "H", "H", "H", "H", "H", "H", "H", "H", "H", "O"],
  "xyz": [[0.767, 0.530, -1.141], [1.705, 1.549, -0.529], [3.410, 0.968, -0.418], [0.449, -0.608, -0.190], [-0.275, -0.193, 1.045], [-0.549, -1.283, 1.940], [1.026, 0.158, -2.131], [-0.168, 1.078, -1.324], [1.717, 2.439, -1.156], [1.225, 1.855, 0.416], [4.060, 2.141, -0.661], [1.364, -1.068, 0.184], [-0.192, -1.342, -0.688], [-1.101, 0.353, 0.782], [-0.915, -0.957, 2.911], [-1.324, -1.882, 1.432], [0.295, -1.958, 2.062], [-4.232, -0.976, -1.411], [-3.705, -0.415, -0.089], [-3.556, -0.390, -1.034]],
  "forces_ev_per_a": [[-1.252, 0.416, 0.154], [0.036, 0.589, -0.461], [0.324, 0.175, 0.196], [1.040, 0.839, 0.631], [-0.710, -1.610, -2.291], [0.000, -0.161, 0.560], [0.474, -0.179, 0.175], [-0.094, -0.115, -0.019], [-0.081, -0.036, 0.020], [0.562, -0.064, 0.158], [-0.460, -0.466, 0.148], [-0.017, -0.378, -0.233], [-0.135, -0.215, 0.180], [0.270, 0.632, 0.616], [-0.112, 0.128, -0.079], [-0.147, 0.154, 0.177], [0.251, 0.297, -0.057], [0.270, 0.272, 0.123], [-0.388, -0.006, 0.200], [0.168, -0.273, -0.195]],
  "lowdin_spin": [0.0064, 0.0154, 0.0279, 0.0669, 0.6695, 0.0828, -0.0001, -0.0005, 0.0001, 0.0069, 0.0011, 0.0074, 0.0405, 0.0154, 0.0096, 0.0469, 0.0036, 0.0000, 0.0000, 0.0001],
  "lumo_energy_ev": [-3.194, -8.106],
  "homo_lumo_gap_ev": [9.404, 4.359],
  "multiplicity": 2,
  "charge": 1,
  "homo_energy_ev": [-12.60, -12.46],
  "relative_energy_kcal_mol": 21.7
}

=====

E, respectively: -2377.63416 -2158.73395 -3806.99402 -1054.40325 -3909.52178 -688.04732 Ha.